Density functional theory data (ωB97M-V/def2-TZVPD) for a molecular structure, C32H25N4O2S4Sc at a distorted geometry.

Properties
2S+1: 1
Electronic energy (eV): -107690.20846
HOMO-LUMO gap (hartree): 0.171

Atoms and positions in Å:
C1 3.0772 4.1033 -1.6663
C2 1.8566 -3.6068 -1.1052
C3 -0.1070 -0.5286 3.9355
H1 -3.0270 -2.2139 -4.1279
S1 2.2500 -1.6611 2.9616
C4 -0.1201 5.8947 -2.8346
C5 1.0850 0.1868 6.3236
C6 2.9966 3.5533 -2.9425
H2 -0.5056 3.5100 1.0462
C7 -2.6056 -2.7940 -0.4093
C8 0.0456 6.2265 -0.4521
C9 0.1385 6.7158 -1.7376
H3 -1.4445 -3.2902 2.3337
C10 -0.2826 0.4089 6.1534
C11 2.0402 1.5621 -1.9904
C12 2.3759 -1.1786 -1.3601
C13 -2.9147 -2.4173 -3.0716
C14 -2.0680 -0.1072 -2.7325
S2 1.6715 1.2061 0.7449
O1 -0.9981 2.1301 0.0410
C15 -0.5701 -2.6515 2.2004
O2 -0.3437 4.4730 1.0418
N1 -1.3551 1.9847 -2.2169
N2 0.6720 -1.9761 0.1823
C16 1.2679 -0.8088 4.0893
S3 1.3035 -0.0265 -2.2956
H4 0.4234 7.7490 -1.8931
H5 -0.0226 6.2791 -3.8411
Sc1 -0.4692 0.0902 -0.0510
C17 -3.3125 -3.6222 -2.5237
H6 2.8818 -0.6008 5.4678
H7 -0.8784 0.8504 6.9413
C18 -1.0031 2.6737 -1.1288
H8 -1.9264 0.2079 4.8029
H9 0.1345 -2.8646 3.0073
H10 2.8220 -0.5936 -0.5532
H11 3.1416 -1.5589 -2.0320
H12 -3.5215 -4.7104 -0.6721
C19 -0.8666 0.0452 4.9607
C20 0.1526 -2.9667 0.9178
H13 -2.2757 0.1914 -3.7548
H14 1.3875 -5.6640 -0.6983
H15 2.5897 -3.8149 -1.8720
H16 -0.6937 3.9219 -3.4555
N3 -2.1698 -1.6463 -0.9244
H17 2.4094 1.8303 -4.0816
C21 -0.3163 4.8977 -0.2306
H18 3.4656 5.1048 -1.5301
C22 1.8278 -0.4055 5.3271
S4 -1.0682 -0.9213 2.4799
C23 -2.3735 -1.4414 -2.2427
N4 -1.5945 0.7098 -1.8732
C24 2.6547 3.3837 -0.5659
C25 2.1145 2.0947 -0.6958
H19 -3.7391 -4.3995 -3.1437
H20 1.5666 0.4709 7.2518
C26 -3.1842 -3.8053 -1.1565
C27 2.4810 2.2816 -3.0997
H21 -2.5096 -2.9037 0.6605
H22 -0.0927 -5.0707 1.2193
C28 0.3737 -4.3028 0.6163
C29 -0.6138 4.0701 -1.3302
H23 2.7064 3.8080 0.4288
C30 1.5772 -2.2935 -0.7646
H24 0.2724 6.8413 0.4090
H25 3.3378 4.1110 -3.8048
C31 -0.4903 4.5849 -2.6275
C32 1.2096 -4.6299 -0.4339

Cartesian forces (eV/Å) of the 3 atoms listed first:
-0.014 -0.039 0.009
0.066 0.030 0.012
-0.202 0.304 0.122

=====

Density functional theory data (ωB97M-V/def2-TZVPD) for 3 unconnected molecules or ions with the total composition C32H25N4O5 at a distorted geometry.

Properties
Net charge: +1
2S+1: 1
Electronic energy (eV): -49779.95510
HOMO-LUMO gap (hartree): 0.286

Atoms and positions in Å:
H1 -0.1555 8.2882 2.0626
C1 -0.6129 -4.6749 -7.2067
H2 2.1400 -6.0996 4.3834
H3 1.1803 -2.3511 4.0188
H4 -5.5003 -0.9380 -1.5879
H5 4.2346 -4.8263 3.9869
O1 -4.1341 -4.0568 -5.0339
H6 -0.5471 4.0475 4.5975
C2 0.0466 3.6437 1.9991
C3 4.0180 -1.1334 2.8480
C4 -1.7936 -4.5219 -6.4887
C5 2.1775 -5.0013 4.6966
H7 -3.5835 0.5801 -1.1768
H8 -2.6011 -5.2337 -6.6239
C6 -0.2409 7.3568 2.6120
H9 0.4283 1.4747 0.4436
C7 -4.5866 -1.0496 -2.1620
C8 0.6476 2.3729 -1.4924
C9 0.1892 6.1195 0.4993
C10 -3.5110 -0.1940 -1.9336
H10 -5.3274 -2.7185 -3.2904
C11 -1.0038 -1.4510 -4.4419
C12 -2.3447 -0.3291 -2.6771
H11 0.5497 5.7015 -2.1403
C13 0.4276 -3.7633 -7.0424
C14 -4.4888 -2.0517 -3.1204
N1 2.6286 -0.9657 3.1815
C15 -0.8845 -2.5586 -5.4165
C16 0.2935 -2.7070 -6.1493
C17 -0.4588 4.9724 4.0376
C18 0.4540 2.4035 -0.1166
O2 1.2503 -4.2239 6.9471
H12 -0.5036 -5.5045 -7.8972
C19 0.3351 4.8151 -0.1866
C20 0.5241 4.7799 -1.5684
O3 -0.0916 -0.6539 -4.2930
N2 2.1246 -2.1292 3.6885
C21 -2.2450 -1.3283 -3.6438
C22 -0.5255 7.3812 3.9723
C23 0.6752 3.5607 -2.2195
H13 1.3457 -3.8793 -7.6085
C24 3.2303 -3.0254 3.6724
H14 1.2281 -4.4491 4.3935
H15 1.1089 -2.0029 -6.0220
C25 0.2877 3.6245 0.5384
H16 -0.8784 6.2093 5.7421
C26 -1.9346 -3.4599 -5.5953
H17 3.2785 -4.1261 6.4880
H18 1.2940 -3.2598 6.7631
C27 -0.6438 6.1892 4.6831
H19 0.8168 3.5355 -3.2947
C28 -0.1663 4.9434 2.6740
H20 -1.5122 0.3434 -2.4987
H21 4.6185 -0.2702 2.4289
H22 0.7727 1.4218 -2.0005
C29 -3.3126 -2.2004 -3.8559
O4 0.0182 2.6015 2.6377
C30 -3.2013 -3.2973 -4.8456
N3 4.4542 -2.4646 3.1244
H23 2.6954 -5.8319 6.7566
H24 2.0285 -0.1343 3.0721
O5 0.2754 7.1598 -0.1260
H25 -0.6611 8.3308 4.4790
N4 3.3571 -4.2935 4.0648
C31 -0.0720 6.1370 1.9572
C32 2.3878 -4.8338 6.3068

Cartesian forces (eV/Å) of the 3 atoms listed first:
0.004 -0.203 -0.078
-0.113 0.110 0.136
0.041 1.726 0.268

=====

Density functional theory data (ωB97M-V/def2-TZVPD) for 2 unconnected molecules or ions with the total composition C32H26BF3O3S at a distorted geometry.

Properties
Relative energy (zero: lowest compared OMol25 entry of this formula, charge and spin) (kcal per mole): 8.62
2S+1: 1
Electronic energy (eV): -59411.73728
HOMO-LUMO gap (hartree): 0.278

Atoms and positions in Å:
C1 -2.6539 -2.1919 -3.0205
H1 -4.6523 0.5836 -2.9840
S1 0.6392 0.6889 3.7710
H2 -0.8291 1.1396 7.1215
C2 -2.6480 0.4589 -2.2587
H3 -2.6429 -3.2392 -3.3453
H4 -2.4985 -0.4108 5.2295
H5 2.3497 0.1061 1.8230
F1 2.7041 -4.5290 -1.1251
C3 -3.7851 -1.4049 -3.2498
F2 2.4601 -5.3999 0.8913
C4 2.8622 -4.2743 0.2218
H6 -4.6575 2.0946 0.9429
C5 -1.2862 -0.9756 3.4569
C6 0.6974 -3.2246 0.6099
C7 3.0419 1.3097 -2.3959
H7 3.7886 -1.7623 0.9452
C8 1.5796 -1.0175 -1.8922
C9 -2.5553 2.4931 0.8805
C10 2.7068 -1.8756 1.0019
C11 1.9171 -0.8458 1.4809
C12 -1.5880 -0.2597 4.6468
H8 0.2510 -4.1375 0.2304
C13 -3.8877 2.8572 0.8865
C14 -0.5420 0.5845 5.0238
C15 2.0783 -3.0686 0.6353
H9 -4.6606 -1.8275 -3.7385
C16 0.5400 -1.1156 1.6943
H10 -0.7265 -2.3507 -2.0838
F3 4.1946 -4.1421 0.4367
C17 -1.5086 3.4705 0.8595
H11 -1.1842 -2.2808 1.0509
H12 3.2687 -2.1202 -2.6305
C18 -4.1728 4.1886 0.5809
O1 -0.4323 2.9320 0.1555
C19 -0.4531 1.5269 6.1658
C20 -3.1534 5.1453 0.5648
C21 -1.8244 4.8271 0.8797
C22 -0.0982 -2.1951 1.0467
H13 -1.0493 5.5939 0.9645
H14 1.0334 -1.9302 -1.6802
H15 3.6187 2.2034 -2.6190
C23 3.5904 0.0395 -2.7030
C24 1.0291 0.2292 -1.5800
H16 5.0244 -1.8043 -4.2497
C25 5.5321 -1.1884 -3.4917
H17 -5.1971 4.4559 0.3024
C26 -0.1008 -0.5876 2.8389
H18 -3.3795 6.1558 0.2244
B1 -0.9078 1.7179 -0.3790
H19 6.5168 -0.8790 -3.8528
O2 -2.1388 1.3645 0.2545
H20 5.6383 -1.7684 -2.5612
C27 -3.7771 -0.0580 -2.8700
C28 1.8359 1.3806 -1.7447
H21 -2.6442 1.5368 -2.1052
C29 2.8480 -1.1332 -2.4349
H22 0.5805 1.8715 6.3366
H23 -1.8634 -1.7801 3.0305
O3 4.8254 0.0540 -3.2676
H24 1.4525 2.3572 -1.4437
C30 -1.5509 -1.6752 -2.3050
H25 -1.0772 2.3944 5.8969
C31 -1.5291 -0.3268 -1.8993
C32 -0.4045 0.5138 -1.2743
H26 -0.5443 1.5054 -1.8970

Cartesian forces (eV/Å) of the 3 atoms listed first:
-0.129 0.319 0.470
0.268 -0.221 -0.273
-0.257 -0.678 0.322

=====

What is the formula in the second record?
C32H25N4O5